Molecular formula: C89H196N12O21
Method: DFT, ωB97M-V/def2-TZVPD

Computed properties:
net charge: +6
E: -156299.15880 eV

XYZ file:
```
318
Properties=species:S:1:pos:R:3:forces:R:3:lowdin_charge:R:1
H -2.2007 -0.8737 4.7206 -0.363 -0.212 0.242 0.0983
H -2.5947 2.0903 3.0622 0.002 -0.023 -0.491 0.0747
H 10.8773 -3.4916 -0.0665 0.054 -0.195 -0.261 0.1001
N -2.0287 -2.9560 -7.1983 0.155 -0.877 -0.360 0.0701
C -2.4215 -3.6811 1.0973 -0.751 0.963 0.109 -0.8529
H -0.3287 2.0065 -0.8157 -0.421 -0.340 0.123 0.1288
H -0.6111 -2.5972 7.6151 -0.059 0.048 -0.163 0.1551
H -0.7511 -0.9385 -1.8836 -0.084 0.083 0.113 0.0808
O -3.2906 -4.5360 0.9269 0.287 -0.765 -0.102 0.0067
H 5.0588 2.3831 0.0880 0.078 -0.516 0.309 0.1112
C 5.6529 -5.4601 2.3140 -0.744 0.937 0.193 -0.1167
H -1.2736 -7.6581 -1.5773 0.352 0.533 -0.096 0.1390
C -0.9508 -6.6004 -1.6897 -0.120 -1.304 -1.013 -0.1398
H 5.7291 -0.3788 -1.6715 -0.030 -0.939 0.106 0.1128
N 0.8528 -5.2112 -2.9250 -0.768 -1.847 -1.781 -0.2510
H 0.5620 0.6689 -1.5373 -0.254 -0.255 -0.266 0.1133
C 3.9956 0.3941 -2.6177 -0.860 0.265 -1.709 -0.1320
C 3.4827 -4.4181 1.5032 -0.285 -0.549 0.904 -0.0881
H 7.7849 -6.6711 1.9291 0.067 -0.427 -0.034 0.1100
C 7.4048 -3.6964 -2.4799 0.990 -0.215 -0.511 -0.0598
C 4.5441 -4.4495 2.6372 -0.729 0.087 -0.004 -0.2121
H -0.0189 4.9327 -5.2037 0.217 0.193 -0.197 0.1080
C 3.4422 4.0715 3.4824 0.237 -2.045 0.186 -0.0307
H -8.4194 -3.8506 2.7609 0.595 0.226 -0.255 0.1006
H -3.2420 1.3083 0.1556 0.541 0.046 0.245 0.1210
N -0.7254 2.7489 -6.5912 0.091 0.535 -1.671 -0.2362
H -6.5882 4.2103 -2.5836 0.306 -0.618 -0.043 0.1107
C -3.2439 1.8201 2.2034 -0.507 1.073 1.598 -0.0858
H -2.1928 -3.5597 -2.5459 0.286 -0.199 0.335 0.1159
C -5.1868 -3.5689 -1.3588 0.651 0.328 0.737 -0.1162
C -1.4933 0.4845 1.1850 -0.383 1.130 -0.695 -0.1083
C -5.3631 -1.2053 -0.3481 -0.932 -2.412 -0.592 0.0828
C -2.8440 -3.0415 6.3361 0.173 1.076 -0.135 -0.0995
H 6.4967 -5.1556 6.6754 -0.662 0.365 0.708 0.1177
H 1.0155 -4.6006 -0.9273 -0.115 -0.016 -0.170 0.1010
H 2.9823 0.6645 -2.3645 -0.330 -0.141 0.731 0.0917
H 4.8607 4.4985 0.9446 -0.377 -0.075 -0.283 0.0620
C 7.2757 -3.9918 4.9256 -0.915 -0.371 0.649 -0.1292
O -2.5525 -2.4626 1.2597 -0.450 1.596 0.190 -0.0491
C -2.9759 -2.0355 -6.5397 -0.177 0.196 0.325 0.0008
C -1.7996 -2.6891 -8.7696 -2.091 3.008 0.532 -0.3150
H -3.4001 -3.3580 5.4579 -0.426 -0.174 0.229 0.1282
H -5.4993 -2.3680 6.4469 -0.067 -0.024 -0.071 0.0747
H 0.9471 -4.7474 4.4544 -0.064 0.455 0.117 0.1276
H 4.2205 2.8378 -1.3378 0.153 0.005 -0.114 0.1281
C 4.4642 1.5153 -3.5556 0.731 0.820 0.788 -0.1158
H 1.2873 3.7128 -5.0056 0.684 0.634 -0.025 0.0935
H 3.2375 -6.8615 -5.8693 0.308 0.300 0.379 0.0953
H -7.9152 -3.2918 -1.3252 -0.267 -0.653 0.112 0.1430
H -0.3269 -0.5850 -4.0051 0.150 0.446 -0.135 0.0466
H -0.9029 8.8974 3.1395 0.426 0.465 -0.102 0.1377
H -5.4775 -3.6933 1.1466 -0.277 0.220 0.124 0.1222
C -1.6777 8.2214 3.4419 -1.100 0.133 1.299 -0.0914
H -0.0733 -1.6990 1.3109 -0.662 0.158 -0.421 0.1110
H 4.5355 3.0169 4.8530 0.570 -1.185 0.572 0.1283
C 7.3694 -6.9432 2.9010 1.242 -0.539 -0.312 -0.0022
C -0.5101 6.7499 6.1409 0.613 0.181 -0.906 -0.1390
H 4.5789 0.2704 -0.5229 0.164 0.372 0.576 0.1167
H 3.9216 2.4145 -3.2015 0.311 -0.212 -0.766 0.1060
C 0.1704 1.0599 -0.6048 0.556 -0.027 0.426 -0.0949
C -1.4791 1.5085 -7.0400 -0.387 -0.191 -0.119 -0.1054
H 3.9041 -3.8849 0.6781 0.005 0.287 -0.785 0.0569
H -3.7085 -1.7237 -7.2819 -0.077 0.105 0.352 0.1074
H 2.6702 4.4231 4.1968 0.427 -0.498 -0.366 0.0872
H -2.1191 5.4736 5.2747 0.361 0.155 0.285 0.0904
H -0.9653 -1.6490 3.8372 0.036 -0.480 0.478 0.0948
C 1.7005 -5.1901 -4.2759 -0.525 0.020 0.106 -0.0866
C 5.9405 1.7309 -3.1509 -1.434 0.454 -0.952 -0.0851
C 3.2007 -5.4370 -4.2135 0.057 -0.538 1.043 -0.2403
C -1.1008 -3.7851 -9.4130 -0.216 -1.420 0.390 0.0374
C -2.5033 1.6312 0.9229 0.169 -0.852 -0.756 -0.2045
H -1.5724 2.7409 -4.7434 0.020 0.428 0.349 0.1169
H -3.2744 1.2997 -8.3365 0.048 -0.395 -0.070 0.1178
C -6.6963 -2.3187 -2.8397 0.479 -0.321 -0.339 -0.1315
C -6.4343 -3.2944 0.7729 1.733 0.105 -1.463 -0.1211
H 0.7561 3.4792 -2.5834 0.314 0.443 -0.279 0.0624
H 2.0991 -3.8806 -2.1580 0.277 -0.223 0.675 0.1155
C -2.3678 9.8123 5.1087 0.311 -0.128 -1.556 0.0264
C -7.2434 -2.4690 -1.4552 -0.322 0.888 0.444 -0.1137
H 7.8675 2.3581 -1.4983 -0.328 -0.362 0.199 0.1257
H -0.7677 4.2179 -2.7922 -0.473 0.017 -0.141 0.0362
H 4.8662 -3.3938 2.7527 0.242 -0.709 0.114 0.1038
H 1.4149 -1.2809 7.0114 -0.492 -0.024 -0.250 0.1450
H -0.2857 7.3486 1.1486 -0.263 -0.111 -0.028 0.0827
C -2.1290 -5.7329 -2.1594 1.121 0.299 0.135 -0.1675
H 6.6345 0.9707 -3.5398 -0.301 0.321 0.104 0.1524
C 1.6401 -4.8156 -1.7974 0.817 1.671 0.851 -0.0225
C -5.9569 5.0591 -2.7910 0.973 0.215 -0.318 -0.0645
O -5.4811 6.0925 2.5577 -1.908 -0.966 3.375 0.0398
H -2.3410 -1.2254 -6.1946 -0.443 0.414 0.048 0.0755
O -2.2023 0.5965 -4.0787 -0.383 0.534 0.648 -0.0540
H 4.4078 -0.3926 3.3708 0.213 -0.206 0.775 0.0685
H 0.0086 1.8957 3.1219 0.563 -1.813 2.508 0.1638
H -2.0831 2.5603 0.5606 0.388 0.225 -0.011 0.0998
H -4.4967 3.8419 -3.9905 -0.068 1.092 0.344 0.1189
H 0.4601 -3.1781 3.7415 0.293 -0.482 0.603 0.1039
O 0.1941 -2.1795 -5.4959 0.056 -0.253 -0.292 -0.0416
C 1.0314 -1.8355 -4.6238 -2.801 2.302 0.304 -0.8021
C 0.2830 -1.0326 0.5265 0.567 0.567 -1.109 -0.0718
O -1.0927 -4.0375 1.1087 0.446 -2.838 0.059 0.0035
C -2.4476 1.9702 -8.1582 0.801 0.750 0.304 -0.1178
H 6.8224 3.8900 -0.1945 -0.195 0.224 -0.488 0.1271
C -0.5560 2.8218 -5.1215 0.241 -0.153 0.403 -0.1513
C -3.5267 -1.8779 7.0832 0.098 -0.345 0.094 -0.2240
H -2.2031 -3.9357 -6.9540 -0.256 0.089 -0.577 0.1752
C 5.2265 2.7199 -0.9243 -0.787 0.080 -0.398 -0.1561
C 1.3203 1.2033 0.3685 -0.037 0.083 -0.024 -0.1495
H -7.8072 2.8567 0.5348 0.241 -0.037 0.106 0.0847
H -5.9515 6.1270 3.4296 0.212 -0.621 -0.709 0.1349
N 8.7617 -3.7505 -1.9073 -0.596 -1.020 2.006 0.0101
H -0.6886 -6.2573 -0.6934 0.420 -0.030 0.084 0.0936
H -0.0204 6.6811 7.1165 -0.409 -0.291 -0.042 0.1187
C -0.6015 -1.9274 6.7454 -0.714 -1.404 0.062 -0.0957
C -1.4342 6.8533 2.9432 0.535 -1.990 -0.255 -0.2372
H 6.2361 4.4696 -1.7798 -0.073 -0.094 -0.017 0.1262
H -3.0930 7.9902 6.6271 -0.285 -0.069 -0.577 0.1497
H 7.4654 -3.5063 -3.5511 0.168 0.067 0.060 0.0910
H 6.3825 -3.3620 4.7803 0.183 -0.165 0.187 0.1153
H -3.5852 3.0506 -6.7029 0.042 0.168 -0.021 0.1087
H 2.5786 -3.9117 1.8741 0.360 0.184 -0.180 0.0659
C -3.5599 4.8184 -2.2348 -0.147 1.245 0.516 -0.1548
C -3.4162 0.4569 -3.7893 1.507 -2.475 -0.121 -0.7328
O 2.0560 -2.2937 -4.2281 2.780 -1.372 0.284 0.0349
H -2.6495 8.5397 3.0707 0.006 0.251 -0.189 0.1106
H 1.1876 1.8750 -7.1717 -0.305 0.294 0.309 0.1124
H -5.5225 -4.5724 -1.0866 0.231 0.019 -0.124 0.1441
H 3.9996 -4.7572 3.5366 0.268 0.164 0.041 0.0879
H -0.2544 -4.1308 -8.8012 -0.130 0.194 -0.304 0.1148
O 8.0028 -0.8889 0.5729 -1.324 -3.552 -3.722 0.0131
H -2.3628 10.0366 6.1328 -0.805 0.413 1.387 0.0913
H 0.6377 -0.9467 5.4734 0.511 0.398 -0.698 0.0857
H -7.4970 4.8749 -0.7609 0.275 0.171 0.086 0.1436
H -1.2027 -4.1183 -1.1612 0.088 0.456 0.384 0.0697
C -1.9683 6.2458 6.0403 0.301 -0.323 0.319 -0.1507
H 3.4268 -6.2311 -3.4727 -0.065 0.418 -0.184 0.1184
H -2.6698 -3.9044 6.9814 0.051 0.192 0.054 0.1461
H -4.1613 -3.4150 -0.9934 -0.317 -0.323 -0.284 0.1106
H -2.9109 -5.7920 -1.3988 -0.084 0.076 -0.227 0.1053
H -0.8316 -4.5200 6.1633 0.207 -0.423 0.198 0.1335
C -1.8246 -1.8685 4.4862 0.655 1.490 -0.566 -0.0064
H 5.9450 0.3508 3.7760 -0.268 0.386 0.045 0.0536
N -6.0481 -2.6466 -0.5727 0.255 1.732 1.148 -0.2133
H -6.1008 -0.5953 0.1565 0.003 0.231 -0.331 0.0862
H -1.1514 -2.7709 -6.7309 1.361 0.233 0.389 0.0888
H -0.5615 -4.3111 -4.1993 0.076 -0.114 0.708 0.1342
H -0.0730 1.8989 -4.7786 -0.045 0.041 -0.189 0.1274
H 3.8701 -0.5427 -3.1649 0.402 -0.196 0.343 0.1169
H 3.0231 3.7094 2.5450 -0.229 0.821 -0.157 0.0602
H 5.5717 5.8712 0.2370 -0.564 -0.296 -0.612 0.1059
N -1.5058 -2.6252 5.7065 0.372 -1.069 0.289 -0.2316
H 7.8209 -5.8673 5.9033 0.197 0.170 -0.132 0.1327
H -5.8631 7.6385 -2.4439 -0.290 -0.045 0.203 0.1162
H -5.5249 -1.4136 7.9099 0.534 -0.287 -0.120 0.0987
O -3.8885 -0.1774 -2.7820 -0.037 1.637 -1.564 -0.0805
C -2.9374 3.2866 -7.5544 -0.406 0.179 -0.113 -0.1433
H -3.5311 3.9115 -8.2691 0.729 -0.414 0.608 0.1498
H 7.3402 1.3006 -0.1108 -0.101 0.254 -0.521 0.1129
C -0.8482 -3.9498 5.2457 0.028 0.887 1.160 -0.0910
H 1.6142 -3.6016 6.5918 0.104 -0.255 -0.028 0.1216
C -5.4669 -3.2299 -2.8018 1.113 0.030 -1.396 -0.1519
H -2.0586 -1.4146 -0.7523 -0.103 0.131 -0.227 0.0920
H 0.2457 -3.2543 -3.0393 -0.455 -0.321 0.042 0.1065
H -1.1166 4.4575 -7.8749 -0.031 0.080 0.206 0.1393
H 2.2072 1.5842 -0.1476 -0.088 -0.155 0.239 0.0983
H -3.6028 7.2545 5.0033 -0.504 0.364 0.221 0.1072
H -2.9328 -1.6565 7.9818 -0.402 0.016 -0.141 0.1171
O 5.8655 -1.6715 0.9063 1.349 0.900 1.680 0.1002
H -1.7699 4.5430 -6.1841 -0.070 0.422 -0.246 0.1112
H -3.4339 3.8847 -1.6792 -0.006 -0.132 -0.483 0.0990
C -6.2083 7.1868 -1.5112 0.442 0.186 1.628 0.0227
H 2.3706 -0.6964 0.5501 0.272 0.115 0.524 0.1104
H -2.1403 0.1359 -1.6518 0.044 0.171 0.238 0.0695
H 10.4513 -5.0497 0.5952 0.242 -0.227 0.394 0.0749
C -4.2015 5.8652 -1.2871 0.000 -0.256 -0.685 -0.1043
H -0.1318 -6.9384 -3.6908 0.153 0.158 0.480 0.1386
C 0.5894 2.7747 -7.3726 -0.577 -0.204 -0.188 0.0336
H 1.5115 -0.1713 2.0757 0.514 0.008 -0.374 0.1019
H -4.3085 5.6791 -4.0520 0.014 -0.495 -0.025 0.1210
H 3.5157 -5.2355 -6.3504 -0.034 0.584 -0.240 0.0758
C -0.4814 1.9326 4.9588 0.567 1.589 1.910 -0.5736
H -3.4217 -2.5114 -5.6486 0.131 0.112 -0.604 0.1071
O 0.0603 1.2093 3.9163 -1.503 2.093 -0.815 0.0430
C 1.4539 -2.9804 5.7098 -0.539 -0.720 -0.606 -0.1542
C 0.3048 4.0305 -4.7010 -0.996 -1.063 1.149 -0.1816
H -3.3015 9.8291 4.5341 -0.084 0.150 0.763 0.1160
H -1.8276 -4.6272 -9.4424 0.316 0.282 0.060 0.1349
H -4.4695 -1.3207 0.2193 0.494 -0.583 0.981 0.0678
H 6.8573 -4.6376 -2.3647 0.280 0.132 0.272 0.0911
C 0.2487 4.2712 -3.1572 -0.323 -1.058 -0.863 -0.0590
H -3.6952 0.8789 2.5084 -0.441 -0.011 -0.034 0.0816
H 3.7531 -4.5317 -3.9382 -0.329 -0.056 0.187 0.1081
H -6.9646 3.5209 1.9322 0.072 -0.256 -0.286 0.0839
H -6.3456 -1.2897 -2.9099 -0.193 0.023 -0.550 0.0920
H -0.7264 0.7212 1.9504 -0.761 -0.159 -0.614 0.1011
C 6.8938 -1.2036 1.3522 1.555 0.237 -1.480 -0.5890
H -4.9972 -0.8999 -1.3072 -0.458 0.593 -0.585 0.0454
H -1.9553 2.2423 -9.1063 0.006 -0.622 0.223 0.1278
C 0.5486 -3.7469 4.7015 0.012 0.498 -0.506 -0.1582
H -0.8408 -3.5963 -10.4330 0.309 0.408 -0.468 0.1091
O 3.7999 1.6124 2.0294 0.498 -0.170 1.880 -0.0349
N -5.7007 5.7582 -1.4396 -1.194 0.533 -0.837 -0.2301
H 6.1953 -5.1031 1.4464 0.140 -0.291 -0.344 0.1068
O -0.3949 3.1391 5.0401 -0.484 -1.484 -0.531 0.1199
C -4.5252 4.8092 -3.4144 -1.301 -0.997 0.240 -0.1287
H -0.7274 8.7610 6.7741 -0.109 0.180 -0.843 0.1496
H -1.0654 -1.0007 7.0309 -0.224 0.219 -0.079 0.1003
H -1.1912 -5.0313 1.0738 0.613 1.179 0.083 0.1183
H 1.0590 -7.2656 -2.4061 -0.080 0.074 0.000 0.1367
H 6.8485 -2.8977 -2.0279 -0.527 0.376 0.314 0.0450
H 0.5804 5.2631 -2.9334 0.640 0.401 0.329 0.0729
C 4.9999 0.3928 -1.5044 1.017 -0.947 -0.213 -0.0931
H -5.7896 7.7028 -0.6047 -0.107 -0.342 -0.867 0.1098
H 0.2799 2.7205 -8.4245 0.334 0.216 0.256 0.1130
O 0.6292 -0.6869 -3.8366 -0.601 -0.502 -0.505 -0.0173
H -1.3091 1.5260 6.7901 0.251 1.172 -0.351 0.1468
C -6.5012 5.0439 -0.3231 0.125 -0.164 -1.065 -0.1209
C -5.8737 3.7299 0.0467 0.520 -1.409 -0.111 -0.2357
C -4.9735 -2.2174 7.3910 -0.733 0.087 -0.007 -0.0840
H -5.1099 -3.1279 7.9554 0.113 -0.252 0.318 0.0840
H -4.8628 3.9346 0.4821 -0.807 -0.361 -0.143 0.0999
N 6.6989 -5.7190 3.3730 -1.635 -0.745 0.946 -0.2338
H -6.9834 -4.1393 0.4023 -0.800 -0.463 0.478 0.1315
H -6.7139 -3.7673 3.3224 0.054 -0.377 -0.060 0.0721
O -2.2971 -1.6510 -9.1344 1.499 -2.536 0.509 0.1659
H 11.0249 -5.0154 -1.0686 -0.491 0.583 0.246 0.1111
O -4.8889 8.1709 3.3950 -0.409 -1.413 0.543 0.0055
H -7.3484 -2.6155 -3.6802 0.001 0.486 0.687 0.1417
H 7.9236 -1.5310 -0.3448 0.334 2.554 3.685 0.2123
H 1.2093 -5.9318 -4.9015 0.036 -0.260 0.111 0.1251
C -6.8166 2.9402 1.0055 -0.152 0.949 0.079 -0.0746
C -1.6431 3.9395 -7.0737 0.103 -0.700 0.341 -0.0499
N 5.8877 1.5998 -1.6758 0.242 0.512 0.841 -0.2561
C -1.4880 -0.5777 -1.1654 -0.502 -0.801 0.936 0.0224
H 0.1539 6.2262 5.4282 -0.379 0.168 0.318 0.0915
H -7.7164 -1.5694 -1.1159 -0.659 0.350 0.126 0.1270
H 5.1601 -6.4261 2.1360 0.324 0.268 -0.099 0.1441
H -3.6119 -0.9751 6.4779 0.593 0.040 -0.184 0.1058
H -0.7336 0.7484 -7.2093 0.268 -0.211 -0.743 0.1222
O 7.2819 -0.8204 2.5911 -1.281 -1.083 -0.032 0.1017
C -7.0985 -2.3683 1.7342 -0.592 0.064 0.055 -0.2295
H 1.0587 1.9530 1.1082 0.205 0.083 0.339 0.0974
H -6.3910 -1.5656 1.9691 -0.038 -0.308 0.509 0.1018
H -2.5183 -2.4466 3.9018 -0.336 -0.050 -0.253 0.0963
C 5.9263 4.0326 -0.8275 0.708 0.278 0.204 -0.2254
C -7.5530 -3.1898 2.9458 -0.169 0.163 0.295 -0.0733
H -2.0681 7.2574 0.8902 0.059 0.232 0.173 0.0590
H -4.6274 -2.6842 -3.2915 -0.339 -0.486 0.455 0.0959
H 6.2029 -7.1418 4.8736 -0.377 0.396 0.090 0.1366
H 8.2525 -0.8945 2.6392 -0.277 0.319 -0.175 0.1518
N -1.8218 8.4279 4.9854 -0.647 -0.011 -0.404 -0.2426
C -2.8061 7.4675 5.7033 0.954 0.159 -0.421 -0.0573
C 8.9706 -4.2724 -0.6274 -1.152 1.127 -0.833 -0.4908
H -5.7361 3.0951 -0.8764 0.057 0.607 0.757 0.1176
H -6.6157 5.6801 0.5415 0.373 0.450 0.095 0.1185
H -0.5410 6.4058 3.3998 -0.064 0.127 0.023 0.1009
C 6.9178 -5.2842 5.7084 1.017 0.431 -0.011 -0.1310
H -7.9400 -1.8508 1.2685 -0.215 -0.154 0.011 0.1180
C -4.9405 7.3207 2.4990 2.368 2.220 -4.795 -0.7891
H 2.4382 -2.8463 5.2298 -0.386 0.400 0.342 0.1097
H -1.1613 5.7912 1.0791 0.230 -0.009 0.085 0.0587
H -7.8509 -2.5737 3.7840 -0.131 0.416 0.046 0.0726
C 4.8719 0.4157 3.9601 -1.168 1.142 -1.899 0.0233
H 1.4991 -4.2210 -4.7348 0.162 -0.108 0.299 0.0888
O -0.9921 1.1448 5.9647 0.795 -1.177 -2.384 0.1057
C -0.6012 8.2544 5.7948 0.597 -0.814 0.984 -0.1125
H -7.2787 7.1793 -1.3543 -0.288 0.018 -0.575 0.1097
H 7.7419 0.5900 -1.7007 -0.139 0.266 0.169 0.1052
H 8.0525 -3.3657 5.3516 0.122 -0.158 0.187 0.1304
H 2.3796 -5.5422 -1.4926 0.178 -0.226 -0.308 0.1039
H -4.0087 5.7830 -0.2362 0.429 0.207 0.513 0.0925
C 3.7227 -5.9190 -5.5443 -0.039 -1.006 -0.820 -0.0940
H 8.7075 -4.9756 3.6544 -0.572 -0.202 0.021 0.1529
H -3.9959 2.6417 2.1808 0.345 -0.771 -0.169 0.0846
C 7.3025 1.4620 -1.1990 0.137 -0.420 0.267 0.0287
H -2.5145 -6.0201 -3.1483 0.087 -0.070 0.277 0.1243
H -5.0674 0.3265 -4.4439 0.248 0.892 -1.059 0.1186
H -6.5122 1.9288 1.2934 0.331 0.241 -0.258 0.0548
H -1.6947 10.5341 4.6572 0.285 -0.123 -0.276 0.1176
H -2.2566 5.8249 7.0017 -0.279 -0.025 -0.065 0.1181
H -6.5416 5.6704 -3.4850 0.082 0.303 0.522 0.1326
H 6.2240 2.7315 -3.4417 0.616 0.151 0.066 0.1392
H -2.5994 5.2159 -2.6046 -0.207 -0.385 0.526 0.0998
H 4.9957 -5.8282 4.8799 0.011 0.209 -0.624 0.1176
O 8.0235 -4.4244 0.1782 1.448 -0.030 -1.190 -0.0139
C -0.2524 -4.2311 -3.1364 -1.119 0.668 0.067 -0.0972
H -2.1142 -0.3184 1.5349 0.162 -0.842 0.149 0.0980
C 10.4333 -4.4651 -0.3088 -0.133 -0.405 0.354 0.0111
H -1.5540 -4.4226 4.5806 -0.085 -0.056 -0.416 0.1367
H 6.6813 -7.7899 2.8459 -0.082 0.379 -0.220 0.1186
H 7.6369 -3.8986 2.7799 -0.134 -0.205 -0.063 0.1150
H -2.0210 1.1002 -6.1939 -0.369 0.438 0.305 0.0844
C 0.2459 -6.6033 -2.7082 -0.803 0.296 0.219 -0.0556
H -5.6319 -4.1551 -3.3582 -0.012 0.103 -0.031 0.1206
C 6.0484 -6.0593 4.7637 1.123 -0.660 -0.222 -0.0606
H -3.9890 6.8879 -1.6235 0.314 -0.388 0.259 0.1380
O -4.2692 0.7740 -4.8344 -1.336 -0.768 1.809 0.0483
H 3.1069 -5.4110 1.1926 0.541 0.246 0.098 0.0829
H 4.0504 5.1962 -0.4798 -0.092 0.033 -0.314 0.0805
H 4.1983 4.8240 3.3728 0.137 0.565 -0.384 0.0747
C 4.2008 1.6612 3.2161 1.068 0.488 0.652 -0.4487
H 4.3446 1.4307 -4.6286 -0.153 -0.364 -0.023 0.1256
H 4.8080 -6.0904 -5.5390 -0.360 0.059 0.152 0.0901
H 0.2945 8.6180 5.3093 -0.018 0.329 -0.240 0.1387
N 4.1527 2.8196 3.9547 -1.487 0.974 -1.098 0.0254
H -2.2523 6.1418 3.1664 0.087 0.609 0.012 0.1150
C 1.4982 -0.2042 0.9780 -0.382 0.033 -0.010 -0.1269
H 8.1785 -7.2621 3.5702 -0.160 0.418 -0.037 0.1284
N -0.7262 -0.0100 -0.0020 0.730 0.211 -0.501 -0.2101
C 0.7737 -1.7091 6.2185 1.025 0.242 -0.030 -0.1688
C -1.2148 6.8289 1.4214 -0.118 0.138 -0.009 -0.0856
H 0.5288 -1.5837 -0.3905 0.039 -0.267 0.499 0.1303
C 5.0106 4.9534 -0.0463 1.086 0.782 1.566 -0.0798
H 9.6212 -3.5627 -2.3943 -0.321 -0.093 -0.689 0.1341
C -1.4997 -4.3377 -2.1702 0.281 0.248 -1.745 -0.1434
H 4.6807 0.4081 5.0299 -0.226 -0.099 -0.093 0.0759
C 7.6735 -4.5925 3.6227 0.623 0.459 -1.129 -0.1153
H 1.1741 3.6780 -7.1713 -0.372 -0.181 -0.097 0.1063
O -4.4748 7.4433 1.2891 -0.091 0.355 1.458 -0.1088
```
Forces are in eV/Å.